{"formula": "C22H25N3O2", "method": "the ωB97M-V functional and the def2-TZVPD basis", "species": ["C", "N", "C", "C", "C", "N", "C", "N", "C", "C", "C", "C", "C", "O", "C", "C", "C", "C", "C", "C", "C", "C", "C", "C", "C", "O", "C", "H", "H", "H", "H", "H", "H", "H", "H", "H", "H", "H", "H", "H", "H", "H", "H", "H", "H", "H", "H", "H", "H", "H", "H", "H"], "xyz": [[2.86516, 1.30381, 1.93724], [1.87107, 1.29701, 0.88575], [2.41249, 0.76015, -0.35949], [2.81544, -0.67432, -0.24070], [4.10583, -1.15930, -0.28478], [4.03587, -2.50492, -0.24526], [5.12012, -3.44246, -0.26569], [2.77997, -2.92558, -0.18517], [2.01222, -1.84158, -0.17371], [0.56074, -1.95396, -0.11946], [-0.19875, -1.04269, 0.60898], [-1.57628, -1.13701, 0.63492], [-2.21720, -2.14749, -0.07377], [-3.58036, -2.31871, -0.05641], [-4.41042, -1.23244, -0.04969], [-5.66476, -1.40302, 0.53036], [-6.57788, -0.36676, 0.51996], [-6.25277, 0.84670, -0.06377], [-5.01036, 1.01169, -0.65140], [-4.08960, -0.01986, -0.65241], [-1.46257, -3.08789, -0.76888], [-0.08653, -2.99247, -0.78608], [1.18906, 2.57249, 0.74614], [-0.11060, 2.45760, -0.07909], [0.14431, 3.34003, -1.31428], [1.53347, 3.58577, -1.35979], [1.96275, 3.67190, -0.02246], [2.40252, 1.62228, 2.87067], [3.23876, 0.28887, 2.06525], [3.71959, 1.96495, 1.72519], [1.64388, 0.84851, -1.12938], [3.29425, 1.33056, -0.69518], [5.04464, -0.64527, -0.34834], [5.78932, -3.27793, 0.58118], [5.69150, -3.35242, -1.19196], [4.69302, -4.44078, -0.20033], [0.30213, -0.26607, 1.16651], [-2.15908, -0.43342, 1.21251], [-5.90287, -2.35474, 0.97931], [-7.54786, -0.50655, 0.97365], [-6.96598, 1.65698, -0.06611], [-4.75316, 1.94998, -1.12090], [-3.12789, 0.10804, -1.12775], [-1.97370, -3.88285, -1.28969], [0.50490, -3.71605, -1.32506], [0.97014, 2.91208, 1.76226], [-0.96742, 2.81627, 0.48762], [-0.29490, 1.42212, -0.35422], [-0.13601, 2.86473, -2.25521], [-0.39696, 4.29372, -1.22241], [3.04438, 3.54030, -0.00423], [1.71638, 4.65997, 0.39557]], "lowdin_charge": [-0.0747, -0.2029, -0.1357, -0.1460, -0.0216, -0.2114, -0.0229, 0.1381, -0.1996, -0.1597, -0.0200, -0.0129, -0.2586, 0.0360, -0.2619, -0.0061, -0.0868, -0.1023, -0.0835, -0.0252, 0.0073, -0.0163, -0.2798, -0.0944, -0.1953, -0.1342, -0.1594, 0.0872, 0.0832, 0.0883, 0.1309, 0.1277, 0.1291, 0.0882, 0.0883, 0.0887, 0.1024, 0.1237, 0.1174, 0.1029, 0.0979, 0.1027, 0.1157, 0.1183, 0.1105, 0.1408, 0.1136, 0.0875, 0.1216, 0.1183, 0.1180, 0.1269], "homo_ha": -0.2905, "charge": 0, "fmax_ev_per_a": 0.768, "smiles": "CN(Cc1cn(C)nc1-c1ccc(Oc2ccccc2)cc1)[C@@H]1CCOC1", "homo_lumo_gap_ev": 8.649, "total_energy_ha": -1168.0413}